1.
272
Properties=species:S:1:pos:R:3:lowdin_charge:R:1 method="wB97M-V/def2-TZVPD" charge=0 total_energy_ha=-5249.86924 lumo_energy_ev=0.2 homo_ev=-9.37 molar_mass_g_mol=1532.07 e_above_lowest_kj_mol=889.8 gap_ev=9.6024
C -3.95179 -7.03636 4.55137 -0.0827
O -4.43626 -6.99456 3.20235 -0.1965
C -5.46126 -6.06108 2.87516 -0.1901
C -5.19398 -4.54195 2.91863 -0.1851
O -4.70428 -4.13926 4.20244 -0.2038
C -4.18331 -2.81874 4.16940 -0.0901
H -3.24499 -6.22387 4.71987 0.0721
H -3.48957 -7.97368 4.86101 0.0848
H -4.81823 -6.97859 5.21019 0.0890
H -6.38041 -6.25749 3.42714 0.1208
H -5.66396 -6.26949 1.82464 0.1160
H -5.97599 -3.90797 2.50073 0.1285
H -4.25710 -4.42543 2.37385 0.0836
H -5.03558 -2.19802 3.89289 0.0791
H -3.55986 -2.70237 3.28291 0.0738
H -3.71347 -2.45346 5.08258 0.0921
C -7.34754 0.25788 -1.13408 -0.1337
O -6.19553 0.46688 -1.87543 -0.1600
C -6.26752 1.68568 -2.56541 -0.2058
C -6.74627 1.45476 -3.99463 -0.2767
O -7.92450 0.83663 -4.07600 -0.1731
C -8.45657 0.68184 -5.38739 -0.0745
H -7.25972 0.56472 -0.09185 0.0797
H -7.62303 -0.79032 -1.01792 0.0938
H -8.21026 0.76330 -1.56809 0.0883
H -5.31986 2.20147 -2.72031 0.1178
H -6.88186 2.48186 -2.14494 0.1263
H -6.12439 0.62222 -4.32363 0.1264
H -6.53472 2.26764 -4.68931 0.1228
H -8.64192 1.67202 -5.80367 0.0851
H -9.47617 0.32409 -5.24410 0.0886
H -7.92109 0.04293 -6.08964 0.0929
C 4.70902 -7.25578 0.27810 -0.1249
O 6.07759 -7.08324 0.04435 -0.1865
C 6.49012 -7.14855 -1.33081 -0.1536
C 6.06022 -8.39657 -2.14034 -0.2072
O 6.34860 -8.23273 -3.49562 -0.1727
C 5.47378 -8.69957 -4.42407 -0.1457
H 4.52870 -8.33040 0.25009 0.0905
H 4.13530 -6.66171 -0.43326 0.0850
H 4.35332 -6.81376 1.20879 0.0839
H 7.57711 -7.07216 -1.30398 0.1273
H 6.14204 -6.27164 -1.87667 0.1118
H 5.04040 -8.71794 -1.92871 0.1105
H 6.57668 -9.29700 -1.80779 0.1254
H 5.30336 -9.77126 -4.52666 0.0881
H 5.71285 -8.26993 -5.39688 0.0835
H 4.49402 -8.29944 -4.16320 0.0863
C -0.40598 -7.85118 -1.89735 -0.0917
O 0.68948 -7.94147 -0.96080 -0.1954
C 0.47447 -7.36352 0.32787 -0.1783
C -0.96006 -7.27589 0.89412 -0.2167
O -1.69489 -6.33920 0.18188 -0.2053
C -2.92153 -5.85297 0.68031 -0.0855
H -0.50247 -6.83586 -2.28195 0.0841
H -1.30026 -8.43716 -1.68520 0.0883
H 0.01565 -8.43836 -2.71316 0.0819
H 0.73523 -6.34076 0.05569 0.1122
H 1.19799 -7.62801 1.09902 0.1203
H -0.88213 -7.22865 1.98030 0.1173
H -1.41410 -8.24382 0.68182 0.1237
H -3.22053 -5.02555 0.03682 0.0906
H -2.80940 -5.69328 1.75270 0.0783
H -3.71642 -6.58489 0.53695 0.0862
C 4.63887 -1.03752 -3.60230 -0.1082
O 4.75712 -2.17082 -2.78976 -0.2015
C 4.06543 -3.42080 -3.08880 -0.1526
C 4.41799 -3.94084 -4.45513 -0.1971
O 5.82076 -4.32173 -4.36506 -0.1718
C 6.22290 -4.97427 -5.55874 -0.1166
H 4.81974 -1.17991 -4.66771 0.0801
H 5.45314 -0.46090 -3.16347 0.0934
H 3.63122 -0.64457 -3.46684 0.0834
H 3.01138 -3.28078 -2.84906 0.0982
H 4.34644 -4.20751 -2.38865 0.1169
H 4.16809 -3.18695 -5.20166 0.1123
H 3.86490 -4.82514 -4.77166 0.1203
H 5.52219 -5.70763 -5.95786 0.0768
H 7.15848 -5.47440 -5.30841 0.0899
H 6.48324 -4.26359 -6.34313 0.0836
C 1.62273 3.69603 1.47991 -0.0836
O 2.69037 2.93464 0.87318 -0.2167
C 3.89239 2.78084 1.60176 -0.1765
C 5.03259 1.90014 0.88092 -0.1292
O 4.64877 0.55531 1.28083 -0.2097
C 5.51076 -0.51972 0.86557 -0.0856
H 1.83017 4.75469 1.32401 0.0729
H 1.57790 3.49880 2.55098 0.0762
H 0.58812 3.49930 1.19889 0.0651
H 3.65784 2.37809 2.58709 0.1179
H 4.32658 3.78031 1.62693 0.1099
H 6.02867 2.25338 1.14766 0.1191
H 4.82373 2.09707 -0.17060 0.1054
H 5.60850 -0.60668 -0.21655 0.0758
H 5.15921 -1.44825 1.31541 0.0784
H 6.53116 -0.40587 1.23153 0.0792
C 2.92798 2.92860 -2.68032 -0.0927
O 1.83896 2.22217 -3.35191 -0.1974
C 2.09481 2.26381 -4.78966 -0.1682
C 0.95299 1.66047 -5.70851 -0.1871
O 0.86789 0.24899 -5.57926 -0.1787
C -0.27532 -0.29969 -6.21679 -0.0910
H 3.16363 3.93849 -3.01603 0.0842
H 3.84748 2.35413 -2.79263 0.0775
H 2.81120 3.00965 -1.59963 0.0544
H 2.99745 1.72859 -5.08442 0.1108
H 2.37879 3.26818 -5.10383 0.1114
H 1.27432 2.06158 -6.66973 0.1155
H 0.00912 2.16414 -5.49992 0.1176
H -0.34134 -1.36188 -5.98125 0.0726
H -0.23847 -0.19582 -7.30120 0.0894
H -1.18477 0.15134 -5.81983 0.0743
C -0.27212 -6.60530 5.41237 -0.1643
O 0.80090 -6.67660 6.25745 -0.1459
C 0.98241 -5.39668 6.93241 -0.1370
C 0.14903 -5.23331 8.25520 -0.1703
O -1.24841 -4.94413 8.10573 -0.2130
C -1.99532 -4.73192 9.28206 -0.1088
H -1.23453 -6.76021 5.90009 0.0715
H -0.22943 -7.38343 4.65027 0.0844
H -0.39800 -5.63711 4.92774 0.0830
H 0.75785 -4.55623 6.27567 0.1000
H 2.02970 -5.32821 7.22667 0.1066
H 0.62072 -4.42835 8.81880 0.1145
H 0.24376 -6.17089 8.80300 0.1222
H -1.70832 -3.84182 9.84192 0.0886
H -1.91260 -5.68112 9.81149 0.0829
H -3.05828 -4.72558 9.04088 0.0855
C -3.64700 7.84978 -0.48017 -0.1196
O -3.80797 9.04168 0.22858 -0.1786
C -4.35770 10.06681 -0.64252 -0.2114
C -4.07164 11.45628 -0.32055 -0.2884
O -4.41541 11.74187 0.98239 -0.1633
C -5.75023 12.34789 1.11234 -0.0582
H -3.12809 7.11221 0.13206 0.0850
H -2.97220 8.11426 -1.29430 0.0887
H -4.65294 7.52670 -0.74811 0.0910
H -5.44383 10.03887 -0.55508 0.1206
H -4.21588 9.98563 -1.72020 0.1302
H -4.59070 12.10167 -1.02918 0.1312
H -3.02433 11.70335 -0.49432 0.1082
H -6.51714 11.79209 0.57287 0.0831
H -5.81952 13.42973 0.99871 0.0839
H -5.92363 12.16599 2.17297 0.0855
C -4.44862 -0.78850 1.02839 -0.0787
O -4.10910 0.24834 1.97658 -0.1733
C -3.83903 1.51742 1.34688 -0.1751
C -3.32350 2.56558 2.35442 -0.2064
O -1.94938 2.79840 2.46882 -0.1931
C -1.21760 1.68876 3.01464 -0.0859
H -5.03338 -0.27032 0.26835 0.0528
H -5.07445 -1.56847 1.46208 0.0698
H -3.71826 -1.29732 0.39928 0.0827
H -4.71206 1.94919 0.85749 0.1163
H -3.10584 1.52888 0.54041 0.1156
H -3.68275 2.44898 3.37689 0.1270
H -3.66659 3.54897 2.03298 0.1215
H -0.17637 1.81338 2.71732 0.0552
H -1.46718 0.72880 2.56266 0.0904
H -1.22914 1.62233 4.10255 0.0801
C 0.41378 -2.88986 -3.87140 -0.1322
O -0.97397 -2.84665 -4.02182 -0.1465
C -1.75507 -2.96959 -2.85250 -0.2162
C -3.20120 -2.66638 -3.04852 -0.1350
O -3.58471 -1.38458 -3.76510 -0.1868
C -2.96127 -0.12583 -3.43384 -0.0949
H 0.83561 -2.09518 -3.25606 0.0740
H 1.09423 -2.88152 -4.72288 0.0854
H 0.81993 -3.79078 -3.41152 0.0743
H -1.63314 -2.12936 -2.16895 0.1004
H -1.49623 -3.83534 -2.24291 0.1327
H -3.72941 -2.69317 -2.09543 0.1132
H -3.64956 -3.47563 -3.62489 0.1175
H -1.89260 -0.26082 -3.60065 0.0622
H -3.27518 0.29626 -2.47917 0.0806
H -3.18600 0.63121 -4.18516 0.0728
C 4.49460 -5.07950 8.77283 -0.1344
O 5.02784 -5.98891 7.87755 -0.1604
C 5.97356 -5.49373 6.94324 -0.1885
C 5.56822 -4.45095 5.94203 -0.2395
O 4.41559 -4.76556 5.18272 -0.1781
C 4.03739 -3.71546 4.27736 -0.0918
H 3.71517 -5.46272 9.43142 0.0885
H 4.20271 -4.14563 8.29243 0.0866
H 5.25481 -4.89612 9.53214 0.0842
H 6.31163 -6.29424 6.28522 0.1294
H 6.85961 -5.11917 7.45579 0.1263
H 6.27463 -4.29754 5.12622 0.1240
H 5.52512 -3.46151 6.39725 0.1135
H 4.74925 -3.62690 3.45668 0.0824
H 3.80711 -2.75502 4.73846 0.0757
H 3.08198 -3.97554 3.82166 0.0839
C 6.55282 8.84356 -3.18139 -0.1022
O 6.78622 9.34124 -1.85054 -0.1670
C 5.93735 8.88764 -0.81384 -0.2088
C 4.42294 8.81954 -1.01355 -0.2150
O 3.89718 7.57420 -1.50951 -0.1866
C 3.42139 6.79913 -0.37275 -0.0733
H 7.17157 9.22986 -3.99134 0.0812
H 5.53283 8.86912 -3.56487 0.0775
H 6.76002 7.78032 -3.30262 0.0783
H 6.22324 9.55588 -0.00154 0.1240
H 6.26763 7.94072 -0.38682 0.1181
H 4.11802 9.67559 -1.61546 0.1277
H 4.01904 9.14538 -0.05501 0.1152
H 4.21828 6.94404 0.35667 0.0811
H 3.21793 5.73458 -0.48869 0.0696
H 2.48888 7.28210 -0.08076 0.0831
C -1.88250 3.44828 -12.27574 -0.0734
O -2.89172 3.03936 -11.31791 -0.1944
C -2.66742 3.56330 -10.04592 -0.2279
C -3.74507 3.07588 -9.01476 -0.1546
O -3.36570 3.73522 -7.77610 -0.1986
C -4.25697 3.39570 -6.75770 -0.1466
H -1.84744 4.53737 -12.24850 0.0856
H -2.09462 2.99996 -13.24637 0.0884
H -0.92201 3.07419 -11.92130 0.0795
H -2.87357 4.63005 -9.95858 0.1199
H -1.63508 3.38900 -9.74261 0.1219
H -3.74799 1.99951 -8.84295 0.1204
H -4.70597 3.44265 -9.37567 0.1246
H -5.22894 3.87968 -6.85337 0.0870
H -3.79451 3.60401 -5.79291 0.0867
H -4.39008 2.31407 -6.73643 0.0760
C 0.03170 -2.59846 0.80098 -0.0917
O -0.22976 -1.56094 -0.10822 -0.1666
C 0.91803 -0.81524 -0.37571 -0.2089
C 0.49306 0.36170 -1.23407 -0.1802
O -0.39549 1.22737 -0.52172 -0.1834
C -0.63144 2.56728 -0.97910 -0.0956
H 1.07075 -2.92773 0.79338 0.0855
H -0.68549 -3.41761 0.74865 0.0842
H 0.09229 -2.23722 1.82759 0.0708
H 1.63597 -1.34405 -1.00263 0.1199
H 1.45923 -0.35444 0.45065 0.1294
H 0.09084 0.15764 -2.22638 0.1140
H 1.40934 0.93516 -1.37428 0.1044
H 0.23800 3.22422 -1.00375 0.0713
H -1.44259 3.03208 -0.41866 0.0764
H -0.99352 2.57173 -2.00720 0.0787
C 1.60055 -0.52429 4.07323 -0.0915
O 1.06774 -1.75388 4.48735 -0.1956
C -0.04836 -1.73374 5.28303 -0.2026
C 0.43285 -1.37140 6.74343 -0.1576
O -0.70201 -1.32277 7.62722 -0.1972
C -1.49677 -0.13621 7.37175 -0.0948
H 1.87336 0.14210 4.89152 0.0874
H 1.06161 0.04572 3.31643 0.0735
H 2.60033 -0.80507 3.74201 0.0858
H -0.65483 -2.63942 5.27703 0.1264
H -0.72955 -0.97039 4.90702 0.0970
H 1.09802 -0.54293 6.98692 0.1217
H 0.93337 -2.27325 7.09591 0.1066
H -1.08270 0.62776 8.02978 0.0829
H -2.51840 -0.13860 7.75171 0.0813
H -1.62728 0.20894 6.34611 0.0655
C -0.68452 11.14371 0.82614 -0.1359
O 0.12361 10.11671 1.30101 -0.1729
C -0.58783 9.24483 2.21880 -0.1646
C 0.22866 7.99988 2.52373 -0.2191
O -0.26552 7.48492 3.72007 -0.1851
C 0.18853 6.19465 4.04719 -0.0980
H -0.22585 11.83507 0.11921 0.0866
H -1.17840 11.77528 1.56458 0.0995
H -1.31226 10.60360 0.11739 0.0715
H -1.55688 8.94992 1.81622 0.1105
H -0.94826 9.68271 3.14963 0.1294
H 1.28887 8.23678 2.61272 0.1268
H 0.07318 7.25093 1.74720 0.1196
H -0.38915 5.98046 4.94636 0.0971
H 1.23723 6.32516 4.31420 0.0850
H 0.24910 5.38622 3.31857 0.0659

=====

2.
41
Properties=species:S:1:pos:R:3:mulliken_spin:R:1 method="wB97M-V/def2-TZVPD" charge=+2 total_energy_ha=-4341.19292 lumo_energy_ev="-8.8 / -9.1" homo_ev="-14.79 / -14.96" s_squared=0.843 molar_mass_g_mol=608.58 multiplicity=2 gap_ev="5.9583 / 5.9061"
Re -0.36554 -0.50099 -0.10737 0.5873
N -2.14984 -1.88119 0.05473 -0.0099
C -3.41134 -1.48239 -0.59907 0.0041
C -3.92694 -0.13819 -0.09257 -0.0047
C -3.06544 1.05221 -0.50057 -0.0066
N -1.78484 1.11351 0.24073 -0.0197
H -1.87544 -2.79429 -0.31447 -0.0026
H -2.34664 -2.04059 1.04783 0.0028
H -4.18094 -2.23809 -0.41237 -0.0009
H -3.23934 -1.43049 -1.67737 -0.0006
H -4.05024 -0.16349 0.99103 0.0015
H -4.91654 0.01481 -0.52127 0.0000
H -3.62964 1.97081 -0.31597 0.0001
H -2.84744 0.99941 -1.56997 0.0010
H -2.00064 1.16461 1.24353 -0.0006
H -1.33334 2.00361 0.00903 0.0046
S 0.02466 -0.85849 2.22213 0.1832
C 1.52396 -0.04369 2.54853 0.0167
C 2.05946 -0.11219 3.83353 0.0236
C 3.23806 0.56121 4.14433 0.0131
C 3.75696 0.49631 5.46303 -0.0007
N 4.15446 0.41721 6.53143 0.0090
C 3.90566 1.30391 3.14873 0.0279
C 3.38656 1.35191 1.85833 0.0104
C 2.19406 0.70071 1.55353 0.0307
S 1.56396 0.87441 -0.05467 0.1147
C 5.08256 2.03561 3.44943 -0.0031
N 6.01946 2.65461 3.66433 0.0178
H 1.55666 -0.67759 4.60453 0.0006
H 3.90176 1.91251 1.09063 -0.0006
Br 1.01316 -2.47239 -1.19657 -0.0034
C 0.51716 -1.37699 -2.71147 0.0025
C 0.92706 -1.61889 -4.00197 -0.0022
C 0.55046 -0.68929 -4.96777 -0.0006
C -0.20034 0.41471 -4.58877 -0.0003
C -0.56704 0.55751 -3.25997 -0.0058
N -0.23034 -0.33839 -2.33047 0.0091
H 1.51886 -2.48879 -4.24177 -0.0002
H 0.85626 -0.82839 -5.99197 -0.0003
H -0.49454 1.15881 -5.31197 0.0003
H -1.13464 1.41621 -2.93107 0.0016